Entry 1:
{"formula": "C29H71N8O14", "method": "the ωB97M-V functional and the def2-TZVPD basis", "e_tot_ha": -2638.48250, "total_charge": 1, "multiplicity": 1, "mol_weight_g_mol": 755.93, "e_lumo_ev": -7.36, "fmax_ev_per_a": 10.300, "elements": ["C", "C", "C", "C", "C", "C", "N", "O", "C", "C", "C", "H", "H", "H", "H", "H", "H", "H", "H", "H", "H", "H", "H", "H", "H", "H", "H", "H", "H", "C", "C", "O", "O", "H", "H", "H", "H", "H", "H", "C", "C", "O", "O", "H", "H", "H", "H", "H", "H", "C", "C", "O", "O", "H", "H", "H", "H", "H", "H", "O", "C", "N", "C", "H", "H", "H", "H", "H", "O", "C", "N", "C", "H", "H", "H", "H", "H", "O", "C", "N", "C", "H", "H", "H", "H", "H", "O", "C", "N", "C", "H", "H", "H", "H", "H", "O", "C", "N", "C", "H", "H", "H", "H", "H", "O", "C", "N", "C", "H", "H", "H", "H", "H", "O", "C", "N", "C", "H", "H", "H", "H", "H"], "coordinates": [[-6.71713, -14.88753, -2.71509], [-6.11485, -14.16859, -1.46382], [-5.12226, -15.14838, -0.72868], [-3.86296, -15.46954, -1.46321], [-3.04609, -14.18296, -1.73259], [-3.87036, -12.95686, -2.27368], [-5.30040, -12.96948, -1.74318], [-6.17358, -11.90835, -2.25636], [-3.87929, -13.04596, -3.86291], [-3.11204, -11.65160, -1.75883], [-7.23665, -13.80340, -0.42313], [-7.34020, -14.22133, -3.31181], [-7.37951, -15.72413, -2.49271], [-6.09611, -15.08215, -3.58949], [-5.66052, -16.09554, -0.69322], [-4.85758, -14.81664, 0.27531], [-4.06792, -15.84585, -2.46544], [-3.24576, -16.21147, -0.95654], [-2.16890, -14.40705, -2.33955], [-2.70574, -13.77419, -0.78118], [-4.13232, -14.05386, -4.19188], [-2.87798, -13.02931, -4.29326], [-4.49398, -12.23438, -4.25223], [-3.41361, -10.85002, -2.43309], [-2.06059, -11.91578, -1.64578], [-3.54299, -11.44873, -0.77842], [-7.79228, -14.65519, -0.03092], [-7.92015, -13.13197, -0.94285], [-6.76331, -13.36853, 0.45717], [-5.10030, -11.18065, 5.80433], [-5.10465, -11.02639, 4.27720], [-4.20397, -11.81479, 3.59158], [-6.06094, -12.20573, 6.12720], [-5.38763, -10.23088, 6.25542], [-4.03195, -11.28997, 5.99084], [-4.97558, -9.98636, 3.97758], [-6.05571, -11.27583, 3.80668], [-3.31669, -11.67533, 3.93055], [-6.00044, -12.19732, 7.08525], [2.33935, -16.94622, 3.01576], [1.90245, -16.74487, 1.60368], [2.86085, -16.31120, 0.68402], [2.94119, -15.71218, 3.53038], [3.05704, -17.76186, 3.10384], [1.50041, -17.16453, 3.67653], [0.99771, -16.13851, 1.56036], [1.43052, -17.63411, 1.18581], [2.46004, -15.65014, 0.11486], [3.86907, -15.85483, 3.73106], [-7.78797, -11.99333, -8.86652], [-8.56635, -11.79093, -10.16455], [-7.89212, -10.88423, -11.03159], [-6.96905, -13.11755, -8.70465], [-8.51646, -12.12727, -8.06686], [-7.16129, -11.11455, -8.71447], [-9.32920, -11.05475, -9.91119], [-8.88008, -12.74257, -10.59358], [-8.24134, -9.99445, -10.94249], [-7.57134, -13.81728, -8.96776], [-2.40321, -17.58617, -6.12753], [-3.09503, -18.42867, -6.74785], [-2.69457, -19.70177, -6.58507], [-4.34553, -18.09805, -7.59069], [-3.34337, -20.47582, -6.58566], [-1.72883, -19.78921, -6.30253], [-4.05770, -17.75597, -8.58479], [-5.00496, -17.39275, -7.08491], [-4.90829, -19.01538, -7.76363], [-0.99311, -22.81276, -1.95252], [-0.50220, -22.06254, -1.15660], [-0.85103, -22.16081, 0.16184], [0.48327, -21.01593, -1.58919], [-1.35437, -22.96662, 0.50451], [-0.18535, -21.67822, 0.74842], [1.14064, -21.35333, -2.39053], [1.13868, -20.82330, -0.73982], [0.03262, -20.24287, -2.21160], [-4.94015, -3.89391, -4.10455], [-4.72007, -4.44525, -3.05925], [-3.54653, -4.52933, -2.45894], [-5.90687, -5.23600, -2.37570], [-2.99454, -3.74812, -2.78320], [-3.36274, -4.94895, -1.55881], [-5.91522, -4.98000, -1.31622], [-5.61520, -6.28383, -2.30448], [-6.91982, -5.15759, -2.77053], [-3.45894, -18.45911, 3.62377], [-4.17310, -18.10779, 4.51967], [-5.39810, -18.53458, 4.56502], [-3.52112, -17.37429, 5.65253], [-5.58508, -19.19202, 3.82144], [-6.11796, -17.84646, 4.73352], [-4.04725, -16.42847, 5.78172], [-2.49847, -17.02081, 5.52086], [-3.61318, -17.85370, 6.62711], [-7.97214, -20.94975, -2.75135], [-6.77713, -21.11127, -3.02764], [-6.36089, -21.64106, -4.18552], [-5.73472, -20.80009, -2.05536], [-5.42232, -21.96251, -4.37488], [-7.10804, -22.09809, -4.68851], [-5.12657, -19.95360, -2.37433], [-5.13702, -21.69076, -1.86158], [-6.17439, -20.43661, -1.12657], [-11.20036, -9.71411, -2.25880], [-11.87028, -10.64171, -2.69668], [-11.57591, -11.30140, -3.81927], [-13.32917, -10.92998, -2.09877], [-10.88565, -10.69966, -4.24535], [-12.29439, -11.91058, -4.18364], [-13.52283, -10.24725, -1.27143], [-13.44445, -11.95855, -1.75695], [-14.01354, -10.54479, -2.85466], [0.27064, -7.47684, -4.46105], [1.23181, -7.02959, -5.03815], [2.19520, -6.41239, -4.31719], [1.47616, -7.30600, -6.49296], [3.13919, -6.39397, -4.67584], [1.89069, -6.15921, -3.38807], [0.69013, -6.86322, -7.10469], [1.63944, -8.34910, -6.76385], [2.41593, -6.81075, -6.73723]], "mulliken_charge": [-1.585, 1.261, -1.191, -0.670, -1.427, 1.271, 0.704, -0.240, -1.532, -1.526, -1.736, 0.458, 0.461, 0.283, 0.492, 0.415, 0.288, 0.453, 0.469, 0.545, 0.345, 0.421, 0.474, 0.419, 0.362, 0.442, 0.392, 0.510, 0.431, -0.276, -0.483, -0.485, -0.495, 0.339, 0.240, 0.319, 0.261, 0.279, 0.301, -0.340, -0.309, -0.518, -0.532, 0.300, 0.234, 0.290, 0.269, 0.304, 0.302, -0.408, -0.294, -0.543, -0.481, 0.273, 0.301, 0.217, 0.332, 0.315, 0.288, -0.660, 0.644, -0.365, -0.819, 0.198, 0.226, 0.263, 0.203, 0.311, -0.612, 0.618, -0.393, -0.870, 0.238, 0.197, 0.286, 0.317, 0.221, -0.585, 0.617, -0.380, -0.974, 0.258, 0.215, 0.312, 0.251, 0.288, -0.589, 0.564, -0.389, -0.866, 0.248, 0.241, 0.236, 0.260, 0.293, -0.642, 0.622, -0.380, -0.911, 0.229, 0.246, 0.242, 0.324, 0.272, -0.608, 0.628, -0.419, -1.034, 0.251, 0.236, 0.292, 0.328, 0.328, -0.609, 0.617, -0.397, -0.855, 0.211, 0.231, 0.246, 0.258, 0.296]}

***

Entry 2:
{"formula": "C33H81F3N12O13P4", "method": "the ωB97M-V functional and the def2-TZVPD basis", "smiles": "CN(C)P(=O)(N(C)C)N(C)C.CN(C)P(=O)(N(C)C)N(C)C.CN(C)P(=O)(N(C)C)N(C)C.CN(C)P(=O)(N(C)C)N(C)C.O=C1OC[C@@H](F)O1.O=C1OC[C@@H](F)O1.O=C1OC[C@@H](F)O1", "e_tot_ha": -4606.18275, "total_charge": 0, "multiplicity": 1, "mol_weight_g_mol": 1034.97, "e_lumo_ev": 0.49, "fmax_ev_per_a": 4.581, "de_lowest_kcal_mol": 154.6, "elements": ["C", "N", "C", "P", "O", "N", "C", "C", "N", "C", "C", "H", "H", "H", "H", "H", "H", "H", "H", "H", "H", "H", "H", "H", "H", "H", "H", "H", "H", "C", "N", "C", "P", "O", "N", "C", "C", "N", "C", "C", "H", "H", "H", "H", "H", "H", "H", "H", "H", "H", "H", "H", "H", "H", "H", "H", "H", "H", "C", "N", "C", "P", "O", "N", "C", "C", "N", "C", "C", "H", "H", "H", "H", "H", "H", "H", "H", "H", "H", "H", "H", "H", "H", "H", "H", "H", "H", "C", "N", "C", "P", "O", "N", "C", "C", "N", "C", "C", "H", "H", "H", "H", "H", "H", "H", "H", "H", "H", "H", "H", "H", "H", "H", "H", "H", "H", "O", "C", "O", "C", "C", "F", "O", "H", "H", "H", "O", "C", "O", "C", "C", "F", "O", "H", "H", "H", "O", "C", "O", "C", "C", "F", "O", "H", "H", "H"], "coordinates": [[1.41951, -4.68734, 5.10572], [0.24313, -5.54251, 4.77839], [-0.96572, -5.30127, 5.63836], [0.27647, -6.55153, 3.35329], [-0.97163, -7.25690, 3.08271], [0.67116, -5.30749, 2.20048], [0.06742, -4.05307, 2.10351], [0.84555, -5.82227, 0.82831], [1.82762, -7.42083, 3.29362], [3.10112, -6.72735, 3.36811], [1.90121, -8.86258, 3.34174], [2.06667, -4.58463, 4.23466], [1.97040, -5.16468, 5.91613], [0.94339, -3.72658, 5.30155], [-1.47304, -6.25037, 5.46535], [-1.67146, -4.63729, 5.13919], [-0.87240, -5.17227, 6.71667], [0.21869, -3.43431, 2.98802], [0.41108, -3.47043, 1.24880], [-1.01553, -4.00739, 1.98850], [0.12736, -5.54495, 0.05668], [1.77814, -5.42650, 0.42614], [0.94139, -6.90737, 0.79007], [3.80641, -7.55181, 3.26361], [3.00243, -6.04190, 2.52637], [3.24753, -6.22514, 4.32438], [1.18415, -9.31960, 2.65980], [1.69782, -9.21350, 4.35347], [2.85973, -9.27399, 3.02539], [1.79860, -1.54615, -2.64959], [0.74903, -0.84570, -3.32625], [-0.42600, -1.78224, -3.56722], [0.51008, 0.79114, -3.41670], [-0.11846, 1.28859, -2.13074], [2.15784, 1.38352, -3.71101], [2.44130, 2.63765, -2.98425], [3.27986, 0.87754, -4.54744], [-0.28542, 1.07187, -4.92285], [-1.33271, 2.02556, -4.95829], [0.24516, 0.53281, -6.17262], [1.43231, -2.26239, -1.91411], [2.26581, -0.78958, -2.01917], [2.53162, -2.00340, -3.31420], [-0.09435, -2.81513, -3.67327], [-0.95470, -1.69887, -4.51675], [-1.22096, -1.73333, -2.82308], [2.62021, 2.38849, -1.93830], [3.35165, 3.07990, -3.38895], [1.67329, 3.40963, -3.03223], [4.18660, 1.07097, -3.97428], [3.28231, -0.18407, -4.79455], [3.29931, 1.39870, -5.50458], [-1.18124, 2.95177, -4.40394], [-1.25139, 2.30806, -6.00790], [-2.34271, 1.66813, -4.75768], [0.92034, -0.31206, -6.03694], [0.97431, 1.26494, -6.51966], [-0.52978, 0.18393, -6.85515], [-5.25342, -3.98178, -3.50446], [-4.29007, -3.75781, -2.42012], [-2.84089, -4.07837, -2.69170], [-4.80995, -2.87208, -1.01118], [-6.26402, -2.90535, -0.84981], [-3.93930, -3.77612, 0.13661], [-4.36367, -5.25668, 0.04586], [-3.94350, -3.46722, 1.60460], [-4.06203, -1.40082, -1.36029], [-4.64215, -0.38215, -2.38544], [-3.24647, -0.83943, -0.33099], [-4.98356, -3.37098, -4.36597], [-6.31944, -3.83490, -3.33088], [-5.13119, -5.03293, -3.76571], [-2.64431, -3.99690, -3.76073], [-2.67305, -5.08672, -2.31334], [-2.30790, -3.26545, -2.19856], [-4.08122, -5.70629, -0.90607], [-3.86874, -5.88276, 0.78827], [-5.45342, -5.27972, 0.04935], [-3.43688, -2.51524, 1.76326], [-4.93741, -3.16826, 1.93756], [-3.74190, -4.36959, 2.18182], [-3.89695, 0.13520, -2.98970], [-5.38840, -0.90768, -2.98128], [-5.15423, 0.40666, -1.83439], [-3.94330, -0.66793, 0.48945], [-2.77423, 0.13355, -0.46666], [-2.54760, -1.63625, -0.07651], [2.19471, 5.44283, -0.09512], [0.77453, 5.89660, 0.13637], [-0.20167, 4.79663, 0.33686], [0.12598, 7.51587, 0.02476], [-1.21453, 7.53202, 0.65828], [1.31531, 8.42972, 0.78202], [1.02573, 9.89850, 0.52190], [1.77888, 8.13537, 2.13860], [-0.10210, 7.91680, -1.60018], [0.88518, 7.91402, -2.58645], [-1.18037, 8.91876, -1.94862], [2.67195, 4.73863, 0.58638], [2.81775, 6.32764, -0.22561], [2.10999, 5.07478, -1.11759], [-1.25804, 5.06309, 0.37120], [-0.03730, 4.17677, 1.21826], [-0.06756, 4.11617, -0.50403], [1.56418, 10.56009, 1.20049], [1.27182, 10.25809, -0.47722], [-0.01442, 10.14279, 0.73757], [2.60237, 8.82146, 2.33672], [0.99529, 8.36307, 2.86125], [2.31312, 7.18661, 2.08804], [1.46525, 8.75523, -2.20699], [1.44431, 6.97871, -2.61232], [0.53089, 8.32622, -3.53126], [-1.36114, 9.00287, -3.02023], [-0.85853, 9.90030, -1.60062], [-2.10066, 8.57193, -1.47864], [5.18239, 1.57160, -0.75676], [5.32806, 0.45283, -0.25546], [5.44797, 0.35363, 1.14334], [5.44392, -1.00816, 1.42626], [5.67724, -1.72756, 0.08504], [4.78583, -2.67809, -0.24717], [5.44570, -0.74776, -0.85083], [6.24498, -1.01054, 2.16544], [4.45139, -1.29276, 1.77553], [6.68282, -2.11455, -0.07979], [-1.61097, 2.16593, 1.89556], [-1.82407, 2.59981, 3.04056], [-3.01983, 3.00926, 3.49485], [-2.82108, 3.79869, 4.71950], [-1.46781, 3.36375, 5.19400], [-1.69026, 2.40345, 6.11632], [-0.94101, 2.90583, 3.97110], [-2.78657, 4.86192, 4.48188], [-3.64008, 3.76725, 5.43808], [-0.89127, 4.16469, 5.65682], [0.91888, -0.41769, 4.00171], [1.02066, -0.21502, 2.80143], [1.96486, 0.64882, 2.24914], [1.63216, 1.00953, 0.96271], [0.71842, -0.14200, 0.52514], [1.63524, -1.08138, 0.09577], [0.20546, -0.68148, 1.76138], [1.08596, 1.94997, 1.03569], [2.54900, 1.08872, 0.37856], [0.09921, 0.12889, -0.33002]], "mulliken_charge": [-1.317, 0.160, -0.995, 0.380, -0.872, 0.770, -1.545, -1.194, 0.220, -0.667, -1.011, 0.445, 0.219, 0.561, 0.351, 0.297, 0.349, 0.234, 0.359, 0.556, 0.341, 0.326, 0.353, 0.370, 0.244, 0.085, 0.299, 0.320, 0.377, -1.134, 0.542, -1.576, 0.146, -0.583, 0.442, -1.135, -1.168, 0.378, -1.055, -1.264, 0.465, 0.164, 0.209, 0.684, 0.322, 0.363, 0.156, 0.557, 0.305, 0.410, 0.345, 0.303, 0.318, 0.477, 0.174, 0.359, 0.386, 0.429, -1.140, 0.345, -0.706, 0.101, -0.919, 0.531, -1.202, -1.136, 0.653, -0.730, -1.389, 0.322, 0.287, 0.404, 0.453, 0.247, -0.069, 0.324, 0.384, 0.384, 0.227, 0.319, 0.482, 0.026, 0.310, 0.392, 0.530, 0.466, 0.191, -1.057, 0.483, -0.902, 0.522, -0.912, 0.149, -1.073, -1.102, 0.134, -0.753, -0.962, 0.352, 0.416, 0.088, 0.384, 0.113, 0.235, 0.389, 0.235, 0.422, 0.475, 0.329, 0.272, 0.328, 0.081, 0.324, 0.410, 0.327, 0.264, -0.560, 0.694, -0.331, -0.189, 0.304, -0.232, -0.277, 0.318, 0.102, 0.222, -0.457, 0.655, -0.361, -0.499, 0.323, -0.298, -0.257, 0.265, 0.336, 0.297, -0.614, 0.436, -0.422, 0.958, 1.021, -0.284, -0.237, -0.522, -0.405, -0.082]}

***

Entry 3:
{"formula": "C2H5NOS", "method": "the ωB97M-V functional and the def2-TZVPD basis", "e_tot_ha": -607.19330, "total_charge": 0, "multiplicity": 1, "mol_weight_g_mol": 91.13, "e_lumo_ev": -0.86, "fmax_ev_per_a": 5.854, "de_lowest_kcal_mol": 134.0, "elements": ["C", "C", "H", "H", "H", "H", "H", "N", "O", "S"], "coordinates": [[0.49810, 0.25026, -1.21686], [-0.07189, 0.16525, 0.16652], [2.55943, -0.59224, 0.10229], [-0.14166, -0.23573, -1.88913], [0.73109, 1.18708, -1.65728], [0.59758, 0.66226, 0.83227], [-2.93660, -0.40267, 2.10224], [-1.25996, -0.43290, 0.46691], [1.57323, -0.64055, -1.00464], [-1.54932, 0.03924, 2.09768]], "mulliken_charge": [-0.336, 0.091, 0.361, 0.249, 0.238, 0.373, 0.165, -0.379, -0.587, -0.175]}